[1]
# C25H48BNP2Re

A structure of composition C25H48BNP2Re in a non-equilibrium geometry (ωB97M-V/def2-TZVPD, the OMol25 dataset).

Each line ends with the Mulliken charge.
CARTESIAN COORDINATES (ANGSTROEM)
Re: -0.1728 0.0381 0.9080  -1.027
C: -1.6587 1.5577 0.6814  1.412
C: -2.1003 0.6111 -0.3161  0.803
C: -1.9859 -0.5656 1.6699  0.712
C: -1.7815 0.8631 1.9332  0.841
C: -2.2479 -0.6753 0.2256  0.804
C: -1.7158 3.0655 0.5845  -1.776
H: -1.3924 3.4265 -0.3942  0.410
H: -1.1191 3.5960 1.3279  0.405
H: -2.7386 3.4241 0.7124  0.385
C: -1.7923 1.5136 3.2710  -0.390
H: -1.4520 2.5778 3.3015  0.387
H: -1.0820 1.1436 4.0358  -0.296
H: -2.7346 1.2803 3.8292  0.404
C: -2.1555 -1.6515 2.6828  -1.341
H: -3.2010 -1.7405 2.9278  0.459
H: -1.6504 -1.4505 3.6318  0.173
H: -1.8117 -2.6385 2.3743  0.264
C: -3.0716 -1.8518 -0.2417  -2.043
H: -4.1072 -1.6091 0.0025  0.421
H: -2.8538 -2.7823 0.2907  0.450
H: -3.0170 -2.0468 -1.3019  0.399
C: -2.8758 1.1552 -1.4853  -1.896
H: -3.7971 1.5632 -1.0631  0.378
H: -3.1428 0.3778 -2.1974  0.507
H: -2.3787 1.9631 -2.0054  0.281
C: 1.5764 0.4353 -2.7975  0.462
C: 0.5625 1.3048 -2.9407  0.377
C: -0.0365 1.6323 -4.3144  -1.225
C: -0.9283 0.4624 -4.8971  -1.074
C: -1.0061 -0.8179 -4.0127  -0.380
C: 0.0273 -1.6517 -3.9227  -0.487
C: 1.3731 -1.3849 -4.6424  -0.914
C: 2.2539 -0.2536 -3.9831  -1.140
H: 0.7699 1.8459 -5.0394  0.448
H: -0.4792 0.1748 -5.8541  0.362
H: -0.6467 2.5324 -4.2247  0.386
H: 2.5006 0.4858 -4.7641  0.402
H: 1.9494 0.0837 -1.8180  0.034
H: 0.0267 1.7872 -2.1125  0.070
H: 3.1825 -0.7014 -3.6326  0.356
H: 1.9334 -2.3245 -4.6698  0.408
H: -0.0636 -2.6223 -3.4579  0.561
H: 1.1618 -1.0811 -5.6741  0.364
H: -1.9421 0.8323 -5.0976  0.360
H: -1.9712 -1.0462 -3.6001  0.718
P: 1.7396 1.7797 1.1878  1.053
C: 1.3865 2.6016 2.8000  -1.438
H: 2.2705 3.2034 2.9908  0.680
H: 1.2511 1.9124 3.6321  0.303
H: 0.5277 3.2604 2.7273  0.326
C: 3.4492 1.2251 1.4473  -1.300
H: 3.9755 2.0801 1.8636  0.507
H: 3.9090 0.9446 0.5015  0.396
H: 3.5129 0.3907 2.1467  0.340
C: 1.9593 3.2820 0.2074  -1.477
H: 2.4400 3.0533 -0.7411  0.420
H: 2.6048 3.9244 0.7999  0.545
H: 1.0173 3.7945 0.0281  0.315
P: 0.9792 -2.3059 0.4073  1.576
C: -0.2111 -3.6452 -0.0418  -1.661
H: 0.4013 -4.4661 -0.4126  0.535
H: -0.9817 -3.3940 -0.7784  0.237
H: -0.7009 -3.9936 0.8701  0.470
C: 2.6296 -2.6154 -0.3436  -1.230
H: 2.5818 -2.7761 -1.4166  0.321
H: 3.0208 -3.5130 0.1417  0.540
H: 3.3263 -1.8003 -0.1180  0.317
C: 1.3940 -3.1740 1.9596  -1.863
H: 1.5974 -4.1946 1.6599  0.666
H: 0.5503 -3.1523 2.6516  0.390
H: 2.2866 -2.7297 2.4043  0.397
B: 0.0582 -0.0595 5.3963  0.118
C: 0.2181 -0.1383 3.8479  -0.554
N: 0.5005 -0.2277 2.6684  -0.228
H: -1.0865 -0.2917 5.8640  0.045
H: 0.3507 1.0686 5.8716  0.023
H: 0.8344 -0.8817 5.8474  0.018

Values from the calculation:
E_LUMO (alpha / beta) = -6.126 / -8.976 eV
charge = +2
multiplicity = 4
<S²> = 3.7820
E_HOMO (alpha / beta) = -14.10 / -14.09 eV
strongest force on any atom = 7.28 eV/A

---

[2]
# C25H48Br10O4

A structure of composition C25H48Br10O4 in a non-equilibrium geometry (ωB97M-V/def2-TZVPD, the OMol25 dataset).

Each line ends with the Mulliken charge.
CARTESIAN COORDINATES (ANGSTROEM)
C: -5.1054 -0.1712 4.7071  -1.100
C: -5.2291 -0.5603 3.1864  -0.531
C: -4.3374 0.3562 2.2016  -0.591
C: -3.2817 1.2395 2.9519  -0.213
C: -2.1633 1.6100 1.8776  -0.307
C: -0.8937 2.0522 2.6929  -0.953
C: 0.1566 2.8714 1.8513  0.022
C: 1.2574 1.9016 1.2984  -0.677
C: 2.4567 2.7731 0.7486  -0.662
C: 3.3338 1.9798 -0.2848  0.383
C: 4.7652 2.5927 -0.4563  -0.735
C: 5.6666 1.6717 -1.3623  -0.095
O: 5.5529 2.0079 -2.7734  -0.204
C: 6.7845 2.2934 -3.3430  0.627
C: 7.4512 1.3542 -4.3855  -0.914
O: 7.3250 3.3286 -3.0305  -0.524
O: -0.4215 3.5577 0.7171  -0.118
C: -0.5679 4.9006 0.9288  0.015
O: -0.9603 5.3961 1.9553  -0.490
H: -5.5628 -1.0189 5.2877  0.373
H: -4.0641 -0.0784 5.0827  0.073
H: -5.7377 0.7158 4.9642  0.330
H: -5.0502 -1.6373 3.0784  0.349
H: -6.2998 -0.4003 2.9102  0.368
H: -4.9652 0.9638 1.5041  0.439
H: -3.7593 -0.3226 1.5382  0.288
H: -3.7161 2.2150 3.2683  0.364
H: -2.7391 0.7185 3.7653  -0.133
H: -1.8651 0.6981 1.2950  0.024
H: -2.5491 2.3991 1.1956  0.421
H: -0.3442 1.1690 3.1038  0.130
H: -1.2434 2.7041 3.5304  0.447
H: 0.6678 3.5957 2.5321  0.548
H: 0.8774 1.2672 0.4584  0.175
H: 1.6351 1.2804 2.1399  0.425
H: 3.1024 3.0550 1.6155  0.277
H: 2.0748 3.7231 0.3101  0.265
H: 2.8145 1.8895 -1.2648  -0.524
H: 3.4803 0.9562 0.1521  0.306
H: 5.2992 2.6327 0.5283  0.344
H: 4.6977 3.6172 -0.8953  0.254
H: 6.7421 1.8016 -1.0803  0.493
H: 5.3726 0.5997 -1.2350  -0.202
H: 7.7242 0.3646 -3.9459  0.197
H: 8.4108 1.8417 -4.6734  0.330
H: 6.8296 1.2005 -5.2945  0.286
H: -0.3393 5.5584 0.0515  0.359
Br: 5.0211 -2.2254 -0.9689  -0.151
C: 5.1417 -2.1776 -2.9122  -0.354
C: 3.8732 -1.6472 -3.5233  0.018
Br: 2.4584 -2.9858 -3.5027  -0.171
H: 5.3893 -3.1845 -3.2389  0.484
H: 5.9767 -1.5128 -3.1317  0.051
H: 4.0244 -1.4081 -4.5753  0.432
H: 3.4867 -0.7713 -3.0080  -0.267
Br: -1.1593 -0.1349 6.4559  -0.140
C: -1.7098 -1.9446 5.9930  -0.503
C: -0.9178 -2.4773 4.8281  -0.677
Br: -1.5317 -1.7094 3.1476  -0.030
H: -2.7801 -1.9113 5.8023  0.240
H: -1.5219 -2.5376 6.8873  0.385
H: -1.0667 -3.5513 4.7229  0.366
H: 0.1466 -2.2685 4.9016  0.384
Br: -1.2013 0.7046 -2.1178  -0.099
C: -0.3562 0.6577 -3.8712  -0.597
C: 1.1155 0.9649 -3.7811  -0.419
Br: 1.4269 2.8698 -3.5299  -0.124
H: -0.9010 1.3540 -4.5038  0.439
H: -0.5135 -0.3577 -4.2354  0.276
H: 1.6179 0.7142 -4.7152  0.413
H: 1.6085 0.4515 -2.9581  0.081
Br: -2.7404 -2.9852 -3.8812  -0.147
C: -1.4838 -4.3492 -3.2871  -0.101
C: -1.7259 -4.7327 -1.8502  -0.647
Br: -1.0404 -3.3794 -0.6294  -0.058
H: -0.4849 -3.9572 -3.4621  -0.166
H: -1.6566 -5.1999 -3.9453  0.374
H: -1.1815 -5.6426 -1.6005  0.392
H: -2.7786 -4.8687 -1.6143  0.321
Br: -7.1004 -1.4629 -2.3051  -0.165
C: -5.8074 -2.7717 -1.6641  -0.476
C: -6.0706 -3.1456 -0.2267  -0.717
Br: -5.4669 -1.7501 1.0035  0.125
H: -4.8200 -2.3439 -1.8196  0.154
H: -5.9311 -3.6354 -2.3175  0.396
H: -5.4978 -4.0319 0.0475  0.368
H: -7.1237 -3.3196 -0.0169  0.372

Values from the calculation:
E_LUMO = 0.175 eV
E_HOMO = -9.29 eV
strongest force on any atom = 4.31 eV/A

---

[3]
# C25H48Cl3N4O4SiYb

A structure of composition C25H48Cl3N4O4SiYb in a non-equilibrium geometry (ωB97M-V/def2-TZVPD, the OMol25 dataset).

Each line ends with the Mulliken charge.
CARTESIAN COORDINATES (ANGSTROEM)
C: 3.0134 -2.6866 -3.0845  -1.725
C: 2.3403 -1.8712 -4.1474  0.700
H: 2.5146 -3.6588 -2.9977  0.325
H: 2.9125 -2.1336 -2.1420  0.203
H: 4.0764 -2.8835 -3.2970  0.418
C: 2.1766 -2.3596 -5.3932  0.072
C: 2.6076 -3.7345 -5.7934  -1.493
H: 1.7774 -1.7664 -6.2156  0.407
H: 2.1943 -4.5296 -5.1578  0.299
H: 3.7006 -3.8517 -5.7997  0.315
H: 2.2626 -3.9241 -6.8167  0.386
Yb: 0.5972 0.5367 2.0770  0.872
Cl: 2.2584 1.8778 3.7160  -0.578
Cl: 2.1216 1.4795 0.1438  -0.447
C: -0.1709 3.3146 1.4352  0.243
O: -0.8324 2.2929 1.7488  -0.581
N: -0.6439 4.3354 0.7297  0.211
C: -2.0388 4.3661 0.2855  -0.774
C: 0.2572 5.3190 0.1642  -0.862
H: 0.9099 3.3720 1.7104  0.330
H: -2.6475 3.9104 1.0733  0.234
H: -2.1278 3.7958 -0.6522  0.199
H: -2.2886 5.4241 0.1080  0.362
H: 1.1159 5.4235 0.8251  0.340
H: -0.2482 6.2757 0.0356  0.320
H: 0.6194 5.0075 -0.8221  0.286
H: 0.0764 -5.2045 2.9616  0.300
H: -0.5605 -3.5007 -0.1689  0.211
C: -0.9503 -4.9503 2.6525  -0.836
C: -1.4492 -3.7435 0.5155  -0.924
N: -1.0062 -3.7247 1.8905  0.318
H: -1.5511 -4.8517 3.5669  0.361
C: -0.7271 -2.5788 2.5427  -0.046
O: -0.3210 -1.5393 1.9688  -0.498
H: -2.2153 -2.9800 0.3417  0.245
H: -0.9006 -2.5958 3.6346  0.255
H: -1.3334 -5.7470 2.0172  0.256
H: -1.8112 -4.7651 0.2910  0.357
O: 1.0921 -0.4877 -2.5437  -0.140
C: 1.9176 -0.4667 -3.7070  -0.147
C: 0.2840 0.0252 -5.6634  0.069
C: 1.3717 0.3951 -4.8606  -0.079
H: -0.2068 -0.9388 -5.4963  0.761
C: -0.1709 0.8883 -6.6727  -1.086
H: 2.8381 -0.0086 -3.2941  0.406
C: 2.0780 1.5585 -5.1757  -0.364
H: -1.0636 0.6586 -7.2505  0.392
C: 0.5333 2.0529 -6.9661  -0.437
C: 1.6618 2.3889 -6.2161  -0.638
H: 2.9570 1.8151 -4.5911  0.340
H: 0.1572 2.6973 -7.7630  0.363
H: 2.2103 3.3063 -6.4425  0.368
Si: -0.5353 0.1007 -2.3086  0.897
Cl: -0.1319 -2.7086 -1.6951  -0.626
C: -1.9991 -0.2892 -3.3972  -1.237
C: -0.1870 1.9704 -2.5011  -0.444
C: -0.9043 -0.2040 -0.5205  0.363
H: -2.0466 0.2641 -4.3421  0.355
H: -2.9001 0.0030 -2.8344  0.437
H: -2.0904 -1.3580 -3.6144  0.296
H: -1.0966 -1.2822 -0.3421  -0.738
H: -1.7374 0.3759 -0.1060  0.646
H: 0.0597 0.0150 -0.0048  -0.533
H: 0.0882 2.2879 -3.5156  0.242
H: 0.6640 2.2263 -1.8482  0.010
H: -1.0428 2.5860 -2.1932  -0.012
C: -2.8502 0.6984 4.6697  -0.792
N: -1.8854 0.4958 5.7462  0.197
C: -2.2951 0.9135 7.0852  -1.075
C: -0.6077 0.2665 5.3293  0.198
O: -0.3648 0.2698 4.0936  -0.098
N: 0.4044 -0.0281 6.1999  0.272
C: 0.2507 -0.4291 7.5898  -1.042
C: 1.6771 -0.2020 5.5967  -0.706
H: -3.8416 0.8009 5.1227  0.414
H: -2.8195 -0.1788 3.9964  0.126
H: -2.5940 1.6033 4.0820  0.262
H: -2.3717 0.0594 7.7714  0.309
H: -1.6123 1.6639 7.5151  0.344
H: -3.2887 1.3633 6.9963  0.374
H: 1.1798 -0.9063 7.9051  0.380
H: 0.0671 0.4321 8.2466  0.295
H: -0.5725 -1.1443 7.7089  0.329
H: 1.6790 -1.0657 4.9346  0.237
H: 1.9230 0.7115 4.9506  0.064
H: 2.4137 -0.3460 6.3785  0.385

Values from the calculation:
E_LUMO (alpha / beta) = -0.082 / -0.671 eV
multiplicity = 2
<S²> = 0.7508
E_HOMO (alpha / beta) = -6.47 / -6.47 eV
strongest force on any atom = 2.78 eV/A